{"formula": "C38H50BrN6O4SSeSi3Y", "method": "ωB97M-V/def2-TZVPD", "homo_energy_ha": -0.469, "multiplicity": 1, "e_above_lowest_ev": 0.0000, "e_lumo_ev": -5.617, "charge": 2, "gap_ha": 0.2624, "species": ["Y", "C", "O", "Si", "C", "C", "C", "Si", "C", "C", "C", "Si", "C", "C", "C", "H", "H", "H", "H", "H", "H", "H", "H", "H", "H", "H", "H", "H", "H", "H", "H", "H", "H", "H", "H", "H", "H", "H", "H", "H", "H", "H", "C", "O", "C", "C", "C", "Br", "C", "C", "C", "O", "C", "N", "C", "C", "C", "C", "C", "C", "N", "H", "H", "H", "H", "H", "H", "H", "H", "H", "H", "H", "Se", "N", "C", "C", "C", "C", "C", "N", "C", "C", "N", "C", "C", "C", "C", "C", "N", "H", "H", "H", "H", "H", "H", "C", "S", "C", "O", "H", "H", "H", "H", "H", "H"], "positions_angstrom": [[0.35172, -0.00307, -0.14687], [1.34186, -2.49928, 2.44153], [1.59667, -1.46300, 1.49936], [3.18154, -0.98096, 1.01840], [3.95952, -2.43667, 0.19320], [4.16711, -0.67062, 2.54574], [2.68257, 0.45164, 0.00122], [3.58074, 0.59635, -1.63461], [2.81659, 1.93088, -2.71364], [5.38446, 0.99926, -1.45680], [3.49365, -1.00762, -2.61710], [2.84519, 2.02354, 1.00466], [4.56197, 2.55583, 1.47240], [1.86024, 1.83546, 2.59923], [2.07488, 3.47901, 0.11529], [1.80782, -2.27283, 3.40188], [1.72696, -3.45671, 2.07778], [0.26596, -2.57128, 2.59662], [4.30581, -3.13379, 0.96325], [4.83855, -2.14301, -0.38872], [3.28117, -2.97326, -0.47576], [4.22216, -1.58510, 3.14595], [3.77977, 0.12987, 3.17805], [5.19489, -0.41587, 2.26690], [3.28242, 2.90358, -2.53752], [1.74358, 2.06332, -2.55061], [2.97040, 1.68524, -3.77029], [5.54139, 2.03007, -1.13437], [5.89973, 0.87101, -2.41536], [5.87491, 0.34336, -0.72795], [3.27067, -0.79872, -3.66758], [2.74457, -1.70568, -2.23816], [4.44920, -1.53699, -2.58849], [5.20979, 1.72816, 1.75916], [4.49172, 3.23945, 2.32510], [5.05265, 3.09708, 0.66127], [1.59220, 0.80544, 2.85388], [0.94651, 2.44122, 2.58885], [2.46682, 2.21437, 3.42704], [2.73417, 3.88559, -0.65500], [1.88014, 4.27973, 0.83930], [1.12658, 3.24298, -0.37753], [-3.05940, -0.62546, -1.21014], [-2.31948, -0.34755, -0.01861], [-3.01391, -0.25184, 1.15194], [-4.34959, -0.56926, 1.30236], [-4.92788, -0.44152, 2.56230], [-6.73581, -0.87854, 2.78441], [-4.19053, -0.00270, 3.63800], [-2.84401, 0.32313, 3.47065], [-2.25346, 0.18513, 2.22300], [-0.93504, 0.47441, 2.00528], [-2.00525, 0.80684, 4.57047], [-0.72461, 1.03326, 4.39396], [-0.23869, 1.46650, 5.63130], [1.04796, 1.82693, 6.03069], [1.22262, 2.21399, 7.34260], [0.14606, 2.24336, 8.24942], [-1.12910, 1.88393, 7.86862], [-1.28767, 1.49348, 6.54237], [-2.40875, 1.06999, 5.83221], [-3.51301, -1.61512, -1.16170], [-2.34578, -0.59293, -2.02508], [-3.83354, 0.12707, -1.35877], [-4.94927, -0.90855, 0.47134], [-4.66465, 0.08255, 4.60677], [-0.54400, 0.75982, 2.93583], [1.87799, 1.79458, 5.33918], [2.20822, 2.49812, 7.68732], [0.32506, 2.55266, 9.27061], [-1.95563, 1.90099, 8.56743], [-3.33888, 0.96654, 6.19851], [-1.66813, 3.95538, -6.99040], [-0.97823, 2.34100, -6.69610], [-0.95443, 2.19011, -5.39919], [-0.45781, 0.97220, -4.74152], [0.00985, -0.12798, -5.46083], [0.44260, -1.24014, -4.77792], [0.40902, -1.21842, -3.38808], [-0.02020, -0.17603, -2.68326], [-0.45738, 0.91108, -3.35709], [-0.96776, 2.03825, -2.55335], [-0.94297, 1.89675, -1.21769], [-1.43915, 2.86555, -0.45084], [-1.96992, 4.03861, -0.96965], [-1.97273, 4.20045, -2.33676], [-1.46999, 3.18384, -3.15023], [-1.45532, 3.28083, -4.61440], [-1.89015, 4.32648, -5.26435], [0.01858, -0.08347, -6.54333], [0.81661, -2.11400, -5.29471], [0.75363, -2.07258, -2.82394], [-1.40484, 2.70243, 0.62194], [-2.35605, 4.79895, -0.30424], [-2.35970, 5.09903, -2.80153], [-1.51235, -4.07525, -1.98323], [-0.22896, -3.76283, -0.81420], [-0.95183, -4.56057, 0.58213], [-0.29326, -2.27173, -0.50944], [-1.46296, -5.13152, -2.25357], [-1.31162, -3.46103, -2.86051], [-2.47762, -3.82874, -1.54035], [-1.12739, -5.60512, 0.31908], [-1.88525, -4.04692, 0.81792], [-0.24546, -4.50193, 1.40539]], "forces_ev_per_a": [[-0.86, -1.25, 0.59], [-0.04, 0.13, -0.04], [-0.26, 0.28, -0.14], [-0.35, 0.25, -0.02], [0.16, -0.37, -0.14], [0.20, 0.01, 0.38], [0.12, 0.24, -0.46], [-0.15, -0.04, 0.07], [-0.07, 0.19, -0.17], [0.34, 0.03, 0.02], [-0.01, -0.24, -0.11], [-0.13, -0.03, -0.14], [0.29, 0.10, 0.04], [-0.16, 0.00, 0.18], [-0.12, 0.29, -0.11], [0.03, 0.00, -0.02], [0.02, 0.02, 0.02], [-0.03, -0.01, 0.00], [-0.02, -0.01, -0.08], [-0.07, -0.06, 0.07], [0.08, 0.02, 0.04], [0.02, 0.07, -0.01], [0.09, -0.06, -0.01], [-0.06, -0.05, 0.06], [-0.02, -0.06, -0.04], [0.05, 0.01, -0.02], [-0.02, 0.05, 0.07], [0.05, -0.07, -0.02], [-0.04, 0.02, 0.08], [-0.01, 0.07, -0.07], [0.02, -0.04, 0.05], [0.05, 0.00, -0.05], [-0.04, 0.04, -0.02], [0.02, 0.07, 0.02], [0.04, -0.03, -0.06], [-0.02, -0.01, 0.06], [0.04, 0.11, 0.01], [0.06, -0.06, 0.02], [-0.06, 0.02, -0.10], [-0.04, 0.00, 0.08], [0.03, -0.06, -0.09], [0.06, 0.05, 0.05], [-0.03, 0.03, 0.17], [0.18, 0.00, -0.43], [-0.18, -0.16, -0.23], [-0.01, 0.03, 0.03], [0.11, 0.01, -0.07], [-0.20, -0.05, 0.02], [0.02, 0.04, 0.07], [0.00, 0.10, 0.42], [0.20, 0.11, 0.12], [0.27, -0.17, -0.96], [-0.23, -0.11, -0.19], [0.17, 0.09, 0.41], [0.19, -0.06, -0.36], [0.09, 0.00, 0.04], [-0.09, -0.03, 0.02], [0.08, 0.02, -0.02], [0.02, -0.02, -0.02], [-0.42, -0.03, 0.08], [0.13, 0.02, 0.15], [-0.03, -0.03, 0.02], [-0.01, -0.03, -0.02], [-0.03, 0.03, -0.01], [0.00, 0.00, 0.00], [0.01, 0.00, -0.03], [0.10, 0.06, 0.32], [-0.07, 0.00, 0.07], [-0.03, 0.00, 0.00], [0.00, 0.00, -0.02], [0.03, 0.00, -0.03], [-0.01, 0.01, 0.01], [-0.03, 0.11, -0.20], [-0.12, 0.28, 0.10], [0.16, -0.40, 0.26], [-0.13, 0.32, -0.33], [-0.01, 0.01, -0.18], [0.01, -0.05, 0.04], [-0.05, 0.09, -0.06], [0.21, 0.08, 0.21], [-0.06, 0.08, 0.38], [0.13, -0.31, 0.07], [0.37, -0.16, 0.50], [-0.03, -0.04, 0.00], [-0.01, 0.00, 0.01], [-0.05, 0.13, -0.07], [-0.08, 0.22, -0.44], [0.00, -0.08, 0.50], [0.11, -0.22, -0.26], [0.00, -0.01, 0.03], [-0.02, 0.04, 0.01], [0.01, 0.01, 0.01], [0.02, -0.01, -0.03], [0.01, -0.02, -0.05], [0.01, -0.02, 0.01], [-0.31, 0.00, -0.18], [0.83, 0.34, 0.00], [-0.19, -0.13, 0.20], [-0.02, 0.35, -0.08], [-0.05, 0.05, -0.01], [-0.06, -0.06, 0.01], [-0.01, -0.01, -0.11], [-0.01, 0.03, 0.05], [0.02, -0.08, 0.08], [-0.06, -0.02, 0.02]], "mulliken_charge": [-1.601, -1.432, -0.463, 0.361, -1.348, -1.358, 2.315, 0.529, -1.063, -1.203, -0.997, 0.249, -1.271, -1.270, -1.371, 0.341, 0.366, 0.327, 0.474, 0.325, 0.321, 0.468, 0.340, 0.380, 0.503, 0.059, 0.481, 0.350, 0.420, 0.307, 0.524, -0.170, 0.533, 0.365, 0.424, 0.422, 0.125, 0.693, 0.395, 0.394, 0.453, 0.306, -1.383, 1.304, -0.297, -0.337, -0.698, -0.163, -0.760, 1.326, -0.512, 0.842, -0.315, 0.007, 0.586, -0.341, -0.809, -0.448, -1.199, 0.188, -0.023, 0.383, 0.103, 0.407, 0.643, 0.526, 0.054, 0.284, 0.451, 0.407, 0.416, 0.222, 0.321, -0.871, 0.614, 0.755, -0.794, -1.650, -1.183, 1.773, -0.312, -0.743, 1.263, -0.603, -1.127, -0.802, 0.987, 0.689, -0.843, 0.597, 0.549, 0.860, 0.267, 0.548, 0.579, -0.820, 0.434, -0.895, -0.408, 0.540, 0.149, 0.216, 0.508, 0.263, 0.281]}